# C24H42N6O18

A cluster of 8 separate species, C24H42N6O18 in total at a distorted geometry (wB97M-V/def2-TZVPD, the OMol25 dataset).

Each line ends with the Löwdin charge.
Geometry (Å):
C -2.20 -3.31 0.57  0.06
N -3.04 -2.84 -0.58  -0.42
O -2.65 -1.90 -1.26  0.04
O -4.07 -3.44 -0.79  0.08
H -1.40 -3.92 0.20  0.09
H -2.87 -3.85 1.22  0.10
H -1.85 -2.40 1.06  0.08
C -0.64 0.42 -0.36  0.04
N 0.39 1.08 0.49  -0.43
O 1.41 1.41 -0.06  0.06
O 0.24 1.13 1.69  0.04
H -0.30 0.67 -1.35  0.08
H -1.64 0.82 -0.21  0.06
H -0.60 -0.63 -0.15  0.08
C -1.15 5.50 0.53  0.06
N -0.10 4.73 -0.21  -0.43
O -0.44 3.67 -0.68  0.05
O 1.01 5.23 -0.32  0.08
H -2.05 5.44 -0.08  0.09
H -0.80 6.51 0.66  0.09
H -1.29 4.97 1.46  0.09
C -3.22 1.91 2.98  0.06
N -3.40 0.67 2.16  -0.42
O -3.55 0.83 0.97  0.05
O -3.42 -0.40 2.73  0.07
H -2.88 1.61 3.97  0.08
H -4.15 2.45 2.97  0.10
H -2.40 2.46 2.53  0.09
C 3.56 0.15 6.35  -0.07
C 2.15 -0.36 6.53  -0.43
C 1.35 -0.21 5.26  -0.22
O 0.07 -0.78 5.47  -0.19
C -0.74 -0.75 4.31  -0.11
N 2.21 -1.83 6.82  0.04
H 3.58 1.25 6.26  0.08
H 3.95 -0.16 5.37  0.07
H 4.28 -0.15 7.11  0.07
H 1.60 0.14 7.34  0.14
H 1.87 -0.71 4.43  0.11
H 1.22 0.85 4.97  0.14
H -1.47 -1.54 4.38  0.09
H -0.14 -0.88 3.40  0.07
H -1.23 0.23 4.24  0.06
H 1.25 -2.17 6.78  0.06
H 2.50 -1.97 7.78  0.07
C -3.64 2.93 -1.66  -0.07
C -3.48 2.42 -3.09  -0.41
C -3.35 0.92 -3.12  -0.26
O -3.36 0.46 -4.43  -0.17
C -3.19 -0.95 -4.49  -0.09
N -4.63 2.89 -3.92  0.03
H -3.51 4.01 -1.62  0.06
H -2.85 2.47 -1.03  0.04
H -4.57 2.60 -1.21  0.08
H -2.60 2.88 -3.56  0.14
H -4.07 0.44 -2.44  0.14
H -2.38 0.65 -2.64  0.11
H -3.88 -1.45 -3.81  0.08
H -2.16 -1.22 -4.24  0.08
H -3.46 -1.27 -5.50  0.09
H -4.33 2.85 -4.90  0.06
H -5.35 2.17 -3.94  0.07
C 2.92 -2.25 1.69  0.08
C 2.32 -2.86 0.67  -0.23
C 3.08 -3.50 -0.46  -0.31
O 2.44 -4.13 -1.29  0.10
C 4.52 -3.33 -0.44  0.07
C 5.11 -2.69 0.56  -0.25
C 4.36 -2.18 1.77  -0.32
O 4.97 -1.78 2.73  0.13
O 6.40 -2.47 0.57  0.13
O 0.99 -2.99 0.60  0.08
H 2.30 -1.89 2.51  0.12
H 5.13 -3.64 -1.29  0.14
H 6.65 -2.05 1.41  0.13
H 0.81 -3.43 -0.25  0.11
C 2.17 -1.10 -6.16  0.08
C 1.55 -1.53 -5.07  -0.25
C 1.45 -0.71 -3.82  -0.32
O 0.98 -1.18 -2.81  0.11
C 2.06 0.62 -3.87  0.08
C 2.65 1.07 -4.97  -0.24
C 2.78 0.23 -6.19  -0.32
O 3.38 0.64 -7.15  0.12
O 3.23 2.27 -5.02  0.11
O 0.98 -2.73 -5.02  0.11
H 2.15 -1.67 -7.08  0.14
H 1.97 1.24 -2.98  0.13
H 3.64 2.37 -5.90  0.12
H 0.86 -3.02 -4.10  0.12

Computed properties:
HOMO-LUMO gap: 7.74 eV
DFT total energy: -2622.11432 a.u.